Here is a structure of composition C27H25F4IrN11O5S from OMol25. Energies are from wB97M-V/def2-TZVPD.

⟨S²⟩: 8.81
LUMO (spin up / spin down) (eV): -6.4255 / -8.9431
Orbital gap (spin up / spin down) (hartree): 0.2799 / 0.1976
Multiplicity: 6
Charge: +2

Structure (XYZ):
```
74
Properties=species:S:1:pos:R:3:forces:R:3:mulliken_spin:R:1
Ir -1.932 1.746 0.169 -0.24 -0.14 0.11 1.56
N -3.044 3.201 1.694 -0.59 -0.77 0.98 0.18
C -2.422 4.554 1.635 -2.09 -0.26 0.07 -0.02
C -0.980 4.383 1.399 1.07 -0.02 -0.66 0.03
N -0.767 3.514 0.183 -1.25 0.49 -0.08 -0.01
C -0.905 4.265 -1.098 -0.12 0.79 -0.35 0.00
C -1.966 3.708 -2.007 0.06 -0.42 -0.54 0.01
N -2.171 2.229 -1.855 -0.48 0.46 -0.20 0.04
H -4.071 3.230 1.665 0.42 0.29 -0.45 0.00
H -2.904 2.741 2.607 0.38 0.38 -0.43 -0.01
H -2.673 5.140 2.536 0.38 -0.20 -0.34 0.01
H -2.923 5.034 0.790 0.21 0.25 0.03 0.00
H -0.544 3.827 2.228 0.35 0.41 0.12 0.00
H -0.536 5.394 1.229 0.15 -0.97 0.33 0.00
H 0.171 3.117 0.130 0.81 0.22 0.42 0.02
H 0.045 4.281 -1.633 0.13 -0.22 0.35 0.00
H -1.183 5.330 -0.944 0.31 -0.62 0.28 0.00
H -1.704 3.991 -3.033 -0.17 -0.35 0.04 0.00
H -2.924 4.118 -1.795 -0.80 0.59 0.24 0.00
H -1.371 1.735 -2.260 0.32 -0.19 -0.37 0.00
H -3.015 1.986 -2.414 0.65 -0.13 0.77 0.00
C 5.788 -2.446 -1.784 0.80 -0.02 -0.25 0.00
C 4.646 -1.544 -1.602 -2.27 0.00 -0.70 -0.01
C 4.756 -0.278 -1.074 0.26 0.88 0.27 0.00
C 3.644 0.588 -0.959 0.01 -0.70 0.10 0.00
C 2.362 0.117 -1.262 1.43 -0.16 -0.52 0.02
C 2.238 -1.160 -1.817 -1.82 -0.16 -0.48 -0.03
C 3.346 -1.945 -2.023 0.30 -0.24 0.05 0.05
S 1.039 1.228 -1.192 -1.35 0.35 2.29 0.03
O 0.337 1.381 -2.449 0.76 0.29 -0.45 0.00
O 1.525 2.462 -0.519 -0.20 -1.47 -1.19 0.00
O -0.013 0.569 -0.236 0.80 0.50 -0.43 0.12
H 6.101 -2.475 -2.825 -0.10 -0.09 -0.20 0.00
H 5.611 -3.456 -1.453 -0.27 -0.37 0.02 0.00
H 6.634 -2.080 -1.234 0.53 0.16 0.33 0.00
H 5.774 0.004 -0.768 -0.68 0.38 -0.06 0.00
H 3.701 1.608 -0.630 0.48 0.20 0.23 0.00
H 1.215 -1.503 -2.139 1.26 0.24 0.29 0.00
H 3.186 -2.889 -2.542 0.23 0.07 0.21 0.00
F 3.869 -0.176 2.066 -0.27 -0.54 -0.02 0.01
C 3.040 -1.208 1.917 -1.07 0.92 0.45 0.07
C 3.462 -2.379 1.330 0.06 0.91 0.02 -0.02
F 4.714 -2.470 0.900 -0.34 -0.40 0.50 0.00
C 2.527 -3.374 1.098 1.27 -2.12 -0.83 0.25
C 1.232 -3.274 1.521 -0.89 0.94 1.07 0.03
C 0.805 -2.123 2.171 0.63 0.17 -0.71 0.08
F -0.433 -2.013 2.626 -0.48 -0.22 0.03 0.01
C 1.655 -1.022 2.296 1.56 -0.22 0.04 0.10
C 1.169 0.246 2.756 -0.78 -0.14 -0.39 0.35
C -0.181 0.632 2.464 1.50 -0.58 0.73 0.01
N -1.221 1.036 2.203 -0.92 0.44 -0.66 0.18
C 1.903 1.326 3.266 -0.01 0.15 -0.19 -0.05
N 2.299 2.350 3.618 0.27 0.13 0.19 0.26
F 0.379 -4.274 1.400 -0.14 -0.28 -0.19 0.00
C 2.922 -4.638 0.362 0.46 0.48 -0.09 0.33
C 2.167 -4.916 -0.792 0.39 0.10 0.77 -0.05
N 1.491 -5.006 -1.716 -0.45 -0.16 -0.65 0.27
C 4.094 -5.382 0.649 -1.68 1.01 -0.07 -0.04
N 4.996 -6.014 0.965 1.01 -0.57 0.21 0.27
N -3.904 -3.248 1.553 0.68 1.04 -0.36 0.00
C -4.000 -2.032 0.927 -1.65 -0.50 -0.98 -0.01
C -2.936 -1.105 0.689 -0.06 -0.31 0.50 -0.02
N -3.220 0.071 0.147 -1.12 0.27 -0.01 -0.03
C -4.521 0.353 -0.216 1.53 0.19 0.20 0.00
C -5.532 -0.549 -0.063 2.51 -1.75 1.11 0.00
N -5.249 -1.762 0.470 0.02 1.02 0.10 0.01
H -3.031 -3.720 1.502 0.74 -0.24 0.23 0.00
H -4.686 -3.878 1.486 -0.38 0.26 -0.12 0.00
H -1.899 -1.291 0.989 -0.55 0.03 -0.20 0.01
H -4.687 1.318 -0.634 -0.11 0.56 -0.26 0.00
H -6.496 -0.298 -0.384 -1.42 -0.07 -0.31 0.00
O -5.343 -3.306 -3.474 -0.37 -0.19 -0.01 0.29
N -5.223 -2.142 -3.414 1.59 0.62 -0.03 0.43
O -4.234 -1.434 -3.397 -1.20 -0.40 0.10 0.28
```
Positions in Å, forces in eV/Å.

***

Here is a structure of composition C27H25FeN4O3 from OMol25. Energies are from wB97M-V/def2-TZVPD.

⟨S²⟩: 6.07
LUMO (spin up / spin down) (eV): -2.5664 / -6.8799
Orbital gap (spin up / spin down) (hartree): 0.2270 / 0.1687
Multiplicity: 5
Charge: +1

Structure (XYZ):
```
60
Properties=species:S:1:pos:R:3:forces:R:3:nbo_charge:R:1
N -1.190 -2.349 -1.990 0.82 3.17 0.47 0.01
N -0.858 -1.271 -1.783 -0.10 -2.68 0.02 0.23
N -0.295 -0.185 -1.535 0.05 -1.30 -0.07 -0.37
C -1.186 0.935 -1.228 -0.42 0.19 -0.67 0.02
C -0.483 2.181 -1.774 0.01 0.19 -0.04 0.04
C -1.206 3.335 -2.084 0.12 -0.05 0.02 -0.24
C -0.541 4.449 -2.602 0.17 -0.13 0.15 -0.20
C 0.849 4.419 -2.780 -0.17 -0.29 0.14 -0.19
C 1.568 3.266 -2.446 -0.17 0.08 0.04 -0.20
C 0.899 2.147 -1.951 0.18 0.13 -0.05 -0.23
C -2.505 0.693 -1.964 -0.23 0.53 0.16 -0.08
C -2.391 0.359 -3.317 -0.53 0.11 -0.51 -0.21
C -3.533 0.087 -4.073 0.18 0.08 0.29 -0.18
C -4.803 0.223 -3.495 0.23 0.06 0.23 -0.19
C -4.916 0.627 -2.161 0.16 -0.04 -0.02 -0.21
C -3.765 0.847 -1.385 -0.04 -0.26 -0.36 -0.19
C -1.330 1.080 0.301 0.67 0.23 0.08 -0.09
C -0.198 1.766 1.081 0.04 -0.17 -0.21 -0.41
C -0.493 1.367 2.541 0.04 0.28 0.28 -0.42
C -1.426 0.143 2.466 0.36 0.08 0.20 -0.26
N -1.465 -0.184 1.029 -2.20 1.55 0.97 -0.22
H -2.291 3.352 -1.933 0.38 0.05 -0.16 0.22
H -1.114 5.338 -2.863 0.20 -0.19 0.05 0.23
H 1.366 5.291 -3.176 -0.12 -0.19 0.07 0.23
H 2.653 3.221 -2.566 -0.36 0.11 -0.03 0.23
H 1.443 1.227 -1.710 -0.12 0.50 -0.18 0.24
H -1.408 0.365 -3.803 -0.40 -0.18 0.27 0.24
H -3.413 -0.232 -5.111 -0.16 0.21 0.33 0.23
H -5.696 0.025 -4.089 0.24 0.08 0.21 0.23
H -5.896 0.776 -1.706 0.25 -0.11 -0.19 0.23
H -3.868 1.144 -0.338 -0.15 -0.09 -0.40 0.19
H -2.249 1.654 0.502 0.03 -0.19 0.00 0.26
H 0.764 1.359 0.734 -0.23 0.22 0.13 0.23
H -0.197 2.848 0.904 0.03 -0.33 0.09 0.26
H 0.421 1.138 3.097 -0.21 0.07 -0.14 0.24
H -1.018 2.179 3.059 0.23 -0.19 -0.07 0.24
H -1.121 -0.711 3.085 -0.12 0.21 -0.39 0.26
H -2.447 0.433 2.752 0.03 -0.22 -0.11 0.24
H -2.269 -0.742 0.760 0.23 -0.71 -0.33 0.43
O 6.089 -4.302 2.685 -2.42 1.01 0.56 -0.45
C 5.108 -3.679 2.671 5.01 -2.48 -0.40 0.57
Fe 3.898 -2.561 2.166 -2.87 2.29 1.75 -0.09
C 4.880 -1.092 2.046 4.00 1.96 -1.19 0.60
O 5.710 -0.320 1.784 -2.51 -1.44 0.90 -0.45
C 4.116 -2.832 0.443 2.01 -0.89 -4.42 0.54
O 4.616 -2.973 -0.603 -1.61 0.37 2.52 -0.47
C 0.588 -1.457 1.228 1.12 -3.11 0.07 -0.27
C 0.302 -2.823 1.178 -1.51 2.38 -0.99 -0.16
C 1.136 -3.835 1.637 1.75 -2.21 1.12 -0.21
C 2.222 -3.833 2.570 -1.81 -1.62 -0.42 -0.30
C 2.371 -2.826 3.572 -0.97 0.98 0.11 -0.28
C 2.255 -1.488 3.160 0.43 -0.88 1.08 -0.28
C 1.762 -1.040 1.898 0.48 2.26 -0.47 -0.26
H 0.161 -0.756 0.524 0.15 -0.21 -0.51 0.26
H -0.580 -3.154 0.613 0.34 0.15 0.25 0.21
H 0.891 -4.835 1.261 0.22 0.36 -0.06 0.23
H 2.667 -4.825 2.760 -0.58 0.55 0.07 0.25
H 2.628 -3.077 4.605 0.24 0.10 -0.51 0.26
H 2.484 -0.704 3.895 0.24 -0.22 -0.27 0.25
H 2.306 -0.182 1.459 -0.63 -0.14 0.52 0.21
```
Positions in Å, forces in eV/Å.

***

Here is a structure of composition C27H25N5O5 from OMol25. Energies are from wB97M-V/def2-TZVPD.

Energy relative to the best compared isomer or geometry (same formula, charge and spin) (eV): 24.734
LUMO (eV): -1.1452
Orbital gap (hartree): 0.2470
Charge: 0

Structure (XYZ):
```
62
Properties=species:S:1:pos:R:3:forces:R:3:nbo_charge:R:1
C 0.953 2.863 2.036 1.00 -0.43 -1.93 -0.28
O 2.447 2.688 1.833 -2.82 2.25 1.77 -0.52
C 2.931 1.596 1.321 -9.02 -5.74 1.30 0.25
C 2.076 0.306 1.312 1.30 0.53 -0.82 -0.27
C 2.557 -1.027 0.694 -9.04 7.01 6.22 -0.23
C 3.766 -0.986 0.390 8.13 -2.29 -4.08 -0.11
C 4.493 0.130 0.535 5.66 5.45 -3.37 -0.17
C 4.071 1.479 0.740 4.34 -2.02 0.05 0.23
O 4.930 2.515 0.746 4.01 -3.58 0.62 -0.50
C 4.562 3.777 0.773 -3.34 5.72 -2.59 -0.24
H 5.342 4.616 0.545 -0.57 -2.32 0.02 0.19
H 4.018 4.253 1.640 0.65 -1.28 -0.36 0.18
H 3.785 3.765 -0.104 0.96 1.40 1.27 0.16
H 5.608 0.349 0.012 -2.68 -1.70 1.41 0.21
C 4.307 -2.133 -0.511 1.87 -3.91 11.16 -0.39
H 3.785 -3.050 0.152 1.06 1.41 -2.05 0.17
H 5.436 -2.366 -0.251 -2.11 0.79 -1.20 0.24
C 3.895 -2.041 -1.793 4.49 2.95 -7.99 -0.24
N 2.613 -1.723 -2.075 -7.78 -5.59 2.88 -0.65
C 1.912 -0.561 -1.863 1.38 0.37 -2.64 0.69
O 2.486 0.418 -2.342 -1.39 0.89 1.45 -0.63
C 0.370 -0.471 -1.439 3.91 -0.02 -1.52 -0.17
C -0.054 0.787 -1.397 -4.34 -5.04 2.77 -0.06
C -1.442 0.914 -0.836 8.69 4.14 -5.29 -0.27
C -2.168 -0.092 -0.986 -4.52 -10.25 4.83 0.43
N -3.364 -0.150 -0.363 2.88 -7.14 -2.52 -0.55
C -3.978 0.827 -0.209 -6.77 12.61 0.80 0.50
N -3.258 2.347 -0.440 -1.52 -8.52 -1.24 -0.42
C -3.972 3.358 -0.123 11.96 6.11 -4.16 0.15
C -5.158 3.461 0.207 -7.00 5.48 1.96 -0.38
C -5.932 2.433 0.301 -2.93 -10.52 0.49 -0.08
C -5.382 1.085 0.057 2.07 3.77 0.74 -0.33
H -5.844 0.222 0.357 -1.85 -1.87 0.31 0.22
H -7.000 2.266 0.625 1.17 1.35 -0.50 0.24
H -5.675 4.404 0.267 0.53 0.61 0.32 0.24
H -3.202 4.441 -0.383 -2.58 -3.18 0.99 0.22
C -1.884 2.182 -0.983 -3.45 8.18 7.02 0.66
O -1.331 3.253 -0.663 1.96 -1.31 -2.97 -0.56
N -1.653 -1.461 -0.863 -2.28 0.94 -0.43 -0.38
C -0.414 -1.612 -1.164 6.15 -7.65 -0.13 0.52
N 0.289 -2.985 -1.145 -5.03 4.67 0.65 -0.84
H -0.523 -3.610 -0.803 2.09 0.91 -0.84 0.32
C -2.566 -2.688 -0.504 12.88 -6.44 -1.61 -0.17
C -2.045 -3.437 0.755 -0.36 3.76 -0.82 0.25
C -1.529 -2.710 1.778 2.16 -4.81 2.40 -0.29
C -1.028 -3.930 2.705 -3.31 0.96 -2.09 -0.29
C -1.546 -5.077 2.102 3.42 18.33 -1.19 0.16
O -1.986 -4.781 0.889 -1.74 1.39 -2.17 -0.40
H -1.624 -5.914 2.222 -0.94 -16.55 3.44 0.14
H -0.871 -3.762 3.740 0.76 -0.24 0.64 0.22
H -1.171 -1.692 1.985 -0.80 -0.53 -0.57 0.25
H -2.443 -3.333 -1.402 -0.51 0.26 0.52 0.22
H -3.296 -2.197 -0.510 -11.97 5.74 0.82 0.20
H 0.628 1.453 -1.580 3.25 4.50 -1.00 0.25
H 2.017 -2.665 -1.603 0.89 3.40 -1.79 0.43
H 4.447 -1.002 -2.087 -0.30 -2.29 -0.40 0.20
H 4.229 -2.935 -2.496 -0.39 1.90 1.38 0.21
H 1.832 -1.729 0.905 -0.95 -2.17 -0.59 0.24
H 1.038 0.449 1.735 1.32 -0.61 -0.58 0.19
H 0.898 3.903 2.478 -0.18 -0.95 -1.45 0.22
H 0.457 2.556 0.924 1.00 1.45 3.28 0.22
H 0.533 2.246 2.852 0.50 -0.29 -0.60 0.18
```
Positions in Å, forces in eV/Å.

***

The lowest charge belongs to which entry? C27H25N5O5

***

The highest charge belongs to which entry? C27H25F4IrN11O5S